Record 1
Below is a molecular structure, C33H55ClFeNO3S3Si, with properties calculated with ωB97M-V/def2-TZVPD.

XYZ file:
```
98
Properties=species:S:1:pos:R:3:forces:R:3
Fe -0.28059 -0.37440 -0.45010 -0.9 -0.1 0.2
C 1.09370 0.40125 4.72173 -0.3 0.2 0.0
C 0.23817 -0.77284 4.25108 0.2 0.2 -0.2
S -0.25296 -0.71062 2.49441 -0.3 0.1 0.0
C -2.02467 -0.29500 2.52421 0.3 -0.1 0.1
C -2.32401 1.19050 2.60048 0.0 0.2 -0.2
S -1.47848 2.07884 1.26270 -0.1 0.0 0.1
C -0.38831 3.21649 2.17158 0.0 -0.3 -0.1
C 0.76122 2.57521 2.94242 -0.1 0.1 0.2
S 0.28620 2.02513 4.62835 0.1 -0.1 -0.1
H 2.01873 0.47150 4.15569 0.1 -0.1 0.1
H 1.34675 0.25803 5.77339 0.1 0.0 0.0
H -0.68636 -0.84689 4.82263 0.0 0.0 0.0
H 0.80432 -1.69950 4.36517 -0.1 0.0 0.1
H -2.48142 -0.83623 3.35397 -0.1 -0.1 -0.1
H -2.39637 -0.70521 1.58179 -0.1 -0.1 0.1
H -1.99883 1.61278 3.54488 -0.1 0.0 0.1
H -3.39501 1.36110 2.48305 0.0 -0.1 0.0
H -1.01652 3.82698 2.82105 0.1 0.1 0.0
H 0.01088 3.85222 1.37950 0.0 0.0 0.0
H 1.56200 3.30347 3.07504 0.0 0.0 -0.1
H 1.14111 1.71374 2.40194 0.1 0.0 0.0
C 3.53683 1.97138 -0.25338 0.0 -0.1 0.0
C 3.21278 1.00698 -1.40491 -0.3 0.1 0.1
C 2.19587 1.73764 -2.29494 0.0 -0.1 0.0
C 4.49231 0.76213 -2.21825 -0.1 -0.2 0.0
Si 2.47873 -0.66029 -0.72087 0.7 -0.4 -0.6
C 2.34665 -2.02860 -2.11548 -0.4 0.0 0.2
C 1.77290 -1.39114 -3.38830 0.1 0.0 0.1
C 3.69087 -2.68770 -2.44622 0.0 0.1 0.1
C 1.35162 -3.13074 -1.70682 0.2 0.1 0.0
C 3.50024 -1.32418 0.79888 -0.3 0.1 0.2
C 3.33109 -0.39977 2.01384 0.1 -0.1 -0.1
C 5.00101 -1.43109 0.49291 -0.1 0.1 -0.1
C 2.98778 -2.70552 1.22497 0.1 0.0 -0.1
H 3.76938 2.95768 -0.66758 0.0 0.0 0.0
H 4.40503 1.64553 0.32165 0.0 0.0 0.0
H 2.68472 2.09253 0.42319 0.1 0.0 0.0
H 2.66041 2.64361 -2.70077 0.0 0.0 0.0
H 1.32324 2.04505 -1.72628 0.1 0.1 0.0
H 1.85496 1.14224 -3.13992 0.0 0.1 0.0
H 4.92602 1.72845 -2.49627 0.0 0.0 0.0
H 4.28298 0.21712 -3.13991 0.0 0.1 0.0
H 5.24586 0.20691 -1.65811 0.0 0.0 -0.1
H 2.47558 -0.70102 -3.85541 -0.1 0.0 0.0
H 0.84480 -0.84924 -3.18048 0.0 0.0 -0.1
H 1.54647 -2.17651 -4.11808 0.0 0.0 0.0
H 4.46051 -1.95683 -2.70171 0.0 -0.1 0.0
H 3.55964 -3.35299 -3.30656 0.0 0.0 0.0
H 4.05557 -3.29352 -1.61537 0.0 0.0 -0.1
H 0.36493 -2.72140 -1.49844 -0.1 -0.1 -0.1
H 1.67254 -3.68444 -0.82649 -0.1 0.0 0.0
H 1.24041 -3.84768 -2.52730 0.0 0.0 0.0
H 3.82913 0.55701 1.87453 -0.1 0.0 0.1
H 3.76813 -0.87621 2.89983 0.0 0.0 0.0
H 2.27621 -0.21717 2.21194 0.0 0.0 0.0
H 5.44007 -0.44903 0.30972 0.0 0.0 0.0
H 5.20696 -2.06206 -0.37081 0.1 0.0 0.1
H 5.50995 -1.86556 1.36045 0.0 0.0 0.0
H 1.92162 -2.67778 1.45775 0.0 0.0 0.0
H 3.52109 -3.03107 2.12514 0.0 0.0 0.0
H 3.16044 -3.45642 0.45501 0.0 0.0 0.1
C -1.02584 4.59144 -4.63006 0.1 -0.1 0.0
C -0.39925 3.26626 -4.97316 0.0 0.1 0.0
C 0.80614 3.24655 -5.67173 0.0 0.0 0.0
C 1.37709 2.05834 -6.08746 -0.1 0.0 0.0
Cl 2.88645 2.08468 -6.95409 0.0 0.0 0.0
C 0.74288 0.85242 -5.85099 0.0 0.0 0.0
C -0.44512 0.85770 -5.14203 0.0 -0.1 0.0
C -1.00311 2.04081 -4.67527 0.1 -0.1 -0.1
O -2.19819 1.90937 -4.00618 -0.1 0.2 0.0
C -2.33201 2.56951 -2.75072 0.1 -0.2 0.0
C -1.13331 2.34943 -1.82674 0.2 0.3 0.1
O -0.51982 3.32070 -1.41335 -0.1 -0.1 0.2
O -0.85628 1.11762 -1.54205 0.3 -0.7 0.0
H -0.59393 5.37707 -5.24850 0.0 0.0 0.0
H -0.85497 4.84765 -3.58231 0.0 0.0 0.0
H -2.10079 4.56704 -4.81193 0.0 0.0 0.0
H 1.29653 4.18302 -5.90876 0.0 0.0 0.0
H 1.17227 -0.07326 -6.20943 0.0 0.0 0.0
H -0.97264 -0.06853 -4.95414 0.0 0.0 0.1
H -3.21961 2.13321 -2.29307 0.0 0.0 0.0
H -2.47891 3.63944 -2.85647 0.0 0.0 0.0
C -2.60068 -1.01140 -2.53578 0.1 0.0 0.3
C -2.46594 -2.12078 -1.54284 -0.1 -0.1 0.0
C -3.15097 -3.30352 -1.52577 -0.1 0.0 -0.1
C -2.66123 -4.04847 -0.42119 -0.1 0.0 0.0
C -1.70098 -3.28939 0.19116 0.0 0.0 0.0
C -0.92337 -3.69430 1.40229 -0.1 0.1 -0.1
N -1.56735 -2.08076 -0.48281 0.6 1.2 0.0
H -3.23935 -1.30889 -3.36552 0.0 -0.1 0.0
H -1.62391 -0.72622 -2.93124 -0.1 0.0 -0.2
H -3.02190 -0.11450 -2.07798 0.0 0.0 -0.1
H -3.91533 -3.58714 -2.23439 0.0 0.0 0.0
H -2.97581 -5.02863 -0.09270 0.0 0.0 0.0
H -1.06733 -4.75895 1.58777 0.0 0.0 -0.1
H -1.24868 -3.15485 2.29191 0.0 -0.1 0.0
H 0.14263 -3.50238 1.27681 0.0 -0.1 0.1
```
Positions in Å, forces in eV/Å.

2S+1	6
total energy	-130038.6778	eV
LUMO (alpha / beta)	0.3 / -2.3	eV
E_HOMO (alpha / beta)	-7.03 / -7.02	eV



Record 2
Below is 10 unconnected molecules or ions with the total composition C33H55N10O9, with properties calculated with ωB97M-V/def2-TZVPD.

XYZ file:
```
107
Properties=species:S:1:pos:R:3:forces:R:3
C 61.35300 7.22600 56.09400 -2.5 -2.1 -2.2
C 60.36300 6.59700 57.07500 -3.7 0.4 -1.9
C 61.00000 5.52400 57.94700 0.0 1.1 -2.5
C 61.65600 6.08300 59.09300 3.3 0.7 2.8
C 60.80700 7.08300 59.94300 1.0 -3.7 0.9
C 60.29200 8.15500 59.13300 -1.5 3.9 1.8
N 59.75800 7.72400 57.86800 -3.4 3.6 -3.3
O 58.86100 8.49500 57.33700 4.5 -4.2 2.2
C 61.42400 9.20600 58.82200 0.6 -0.4 4.4
C 59.01800 8.76900 59.92800 0.5 0.4 -1.8
C 59.17900 6.01700 56.16700 -2.3 -1.7 0.4
H 61.02400 8.04500 55.44100 -0.3 -0.4 0.4
H 61.62300 6.31300 55.51200 0.0 1.0 0.0
H 62.14400 7.47100 56.62700 4.1 1.6 2.1
H 61.61600 4.96100 57.25300 0.6 0.0 0.1
H 60.36500 4.82100 58.31000 -2.9 -1.9 0.6
H 62.69600 6.36000 58.79500 -0.7 1.2 0.2
H 62.00300 5.30100 59.76100 -0.6 -0.6 0.2
H 61.28900 7.37600 60.86200 1.2 1.1 -0.3
H 60.03900 6.56500 60.57600 -0.3 -0.3 -1.6
H 61.33000 9.96600 58.18400 -1.7 2.5 -3.4
H 62.31000 8.72200 58.50500 1.0 -0.8 0.1
H 61.65600 9.91800 59.74800 -0.6 -2.3 -1.2
H 59.20600 8.86400 61.02000 0.2 -0.1 -0.9
H 58.33600 7.87400 59.72400 -0.1 1.9 0.6
H 58.80000 9.82300 59.44900 -0.2 -2.4 1.1
H 59.73800 5.50300 55.29500 -1.2 0.2 1.7
H 58.31200 6.64900 55.63300 2.5 -0.6 1.5
H 58.47800 5.27300 56.90500 2.3 1.6 -2.3
N 63.53400 10.11800 54.65100 3.7 -0.4 2.9
C 63.97200 10.27300 55.97600 6.1 -2.5 -1.9
C 65.48700 9.81400 56.05400 -4.5 0.5 -2.7
C 65.82600 9.37000 54.62900 -5.1 2.4 2.2
C 64.53400 9.62600 53.84300 3.2 -0.6 2.8
H 62.59800 10.32200 54.47200 -1.6 0.3 -1.1
H 63.44500 10.69500 56.77700 -1.0 0.5 0.5
H 66.03200 9.82300 57.05100 -0.5 -0.1 -1.8
H 66.81000 9.02700 54.32100 -0.6 0.0 -0.3
H 64.34900 9.45200 52.81100 -0.1 -0.1 -0.5
N 57.26200 5.90700 61.79600 -0.1 0.1 -1.4
C 56.89500 5.56200 60.48400 3.8 -4.3 0.7
C 57.82900 4.33600 60.12500 -1.4 7.6 7.7
C 58.70900 4.12300 61.23100 -3.5 5.0 2.1
C 58.36300 5.15800 62.34100 -1.7 -1.7 -5.4
H 56.68000 6.71800 62.17700 1.8 -1.8 0.0
H 56.05500 5.99100 59.92800 0.4 -0.2 0.5
H 57.84400 3.69500 59.41700 -0.5 -3.7 -5.4
H 59.41500 3.35600 61.25600 1.1 -0.9 0.4
H 58.76300 5.41100 63.28600 0.3 0.0 0.7
N 60.59700 12.30700 53.37600 -0.8 2.4 -1.4
C 60.54000 12.34800 54.77100 -2.5 -4.5 -1.1
C 59.91800 11.02500 55.18000 1.5 2.2 -4.4
C 59.71400 10.33400 53.87300 0.3 -0.1 -1.0
C 60.05800 11.21200 52.76200 0.7 -1.4 9.5
H 60.64600 13.17400 52.75100 0.4 -1.5 1.8
H 60.61800 13.30800 55.20900 0.4 0.4 0.7
H 59.56700 10.62000 56.11900 0.5 0.4 0.2
H 59.43800 9.21600 53.65400 0.3 2.4 0.8
H 59.87900 11.15600 51.80800 -0.5 -0.4 -5.1
N 59.20600 2.51600 56.42100 -0.8 -0.3 -2.0
C 58.19600 2.82600 55.39100 -2.1 -3.5 7.4
C 56.93200 2.37900 55.92500 5.5 -1.1 2.6
C 57.27400 1.70100 57.23400 1.0 -0.1 -0.6
C 58.71500 1.71700 57.44200 -6.6 3.3 -5.2
H 60.20500 2.65400 56.21700 -0.9 -0.3 0.3
H 58.53500 3.28700 54.58800 1.1 2.1 -3.6
H 55.93900 2.33800 55.62600 -1.3 0.5 -1.1
H 56.48400 1.20300 57.91200 1.6 0.9 -1.2
H 59.23700 1.36000 58.19100 2.6 -1.6 3.4
N 54.90400 6.04900 57.72400 -2.6 -1.9 2.2
C 55.36900 4.75100 57.50200 -1.7 -0.7 0.6
C 54.35100 3.80800 58.19000 1.6 7.2 -0.6
C 53.36100 4.64400 58.88600 5.6 4.1 -4.4
C 53.75400 6.07500 58.54200 -0.6 -0.3 0.1
H 55.13200 6.97000 57.39300 1.1 -0.4 -0.5
H 56.36400 4.63700 56.87200 -2.6 -0.2 1.5
H 54.32800 2.80200 58.06500 0.2 -2.8 0.0
H 52.59700 4.38300 59.48900 -2.4 -0.9 1.7
H 53.31000 7.28500 58.71100 1.1 -4.3 -0.2
C 56.55700 9.79400 55.00100 0.3 2.7 -0.6
N 56.26600 9.28900 56.36600 -0.3 1.1 -2.1
O 56.13500 10.08600 57.23300 0.0 0.7 1.7
O 56.05100 8.10700 56.41200 0.1 -1.3 0.5
H 57.28700 10.74000 55.07900 -1.9 -2.2 -0.1
H 55.47800 10.16400 54.60300 2.8 -1.3 0.5
H 57.11700 8.96400 54.52800 -1.0 0.7 -0.4
C 60.51600 14.20600 58.87700 0.5 0.0 1.1
N 59.87200 12.94600 59.46800 3.1 -1.4 -2.6
O 59.57100 12.02400 58.66600 -0.4 2.0 1.3
O 60.12800 12.78100 60.62200 -1.0 -0.2 1.3
H 60.40200 15.02100 59.60400 -0.1 -0.4 -0.3
H 60.03400 14.39000 57.97200 -0.8 0.5 -1.4
H 61.61600 14.06000 58.67300 -1.3 -0.5 0.5
C 62.18500 0.71000 59.53500 1.4 -5.0 -2.4
N 62.67100 2.03400 59.47200 -1.9 4.8 -0.1
O 62.80500 2.61000 58.34100 0.4 -2.0 2.8
O 62.56400 2.67300 60.53500 1.1 -0.8 -1.6
H 63.09400 -0.17800 59.54600 -2.8 2.8 -0.6
H 61.36100 0.65000 58.79000 1.7 -0.4 -1.1
H 61.48200 0.43200 60.25100 0.0 0.6 3.0
C 61.47700 12.28100 63.88500 6.1 -9.1 -1.0
N 60.51700 11.13600 63.94500 -0.3 0.9 3.2
O 59.82400 10.90600 64.93300 0.7 1.5 0.1
O 60.51200 10.41000 63.03600 0.3 -2.4 -4.1
H 62.13900 12.22700 62.95000 -1.1 -0.2 1.7
H 61.98400 12.36400 64.83500 0.8 -1.0 0.2
H 61.05500 13.06600 63.94600 -6.5 10.3 -0.2
```
Positions in Å, forces in eV/Å.

total charge	+1
2S+1	1
total energy	-68404.9427	eV
LUMO	-5.6	eV
E_HOMO	-9.24	eV



2S+1 of number 1 (C33H55ClFeNO3S3Si)?
6



Look up the 2S+1 of the second one.
1



Which formula does entry 1 have?
C33H55ClFeNO3S3Si